116
Properties=species:S:1:pos:R:3:forces:R:3 method="wB97M-V/def2-TZVPD" charge=0 gap_ev=9.214 lumo_energy_ha=0.019 energy_ev=-63012.49313 e_above_lowest_kj_mol=17.1
H -1.76558 1.05447 -0.15896 0.093 -0.105 0.217
C -0.92007 2.52036 -3.38263 -0.333 -0.104 -0.849
H 3.22549 -0.55896 3.12700 -0.325 -0.045 0.255
C 4.42300 -0.32134 1.04372 -1.075 -0.599 -0.700
H -0.50288 3.14261 0.94484 0.174 0.360 -0.163
C -1.02230 -0.88052 -0.36002 0.088 -0.293 0.739
C 4.36808 3.49273 0.35646 0.084 0.378 1.490
N -3.74333 -3.48516 2.00666 -0.302 -0.621 0.798
C 3.66588 0.87357 1.64650 0.667 0.888 -0.128
H 3.50640 0.91624 -1.80160 0.033 0.026 0.112
H 0.33730 -1.86257 2.09487 0.145 0.166 0.054
O 2.10191 -1.01982 -2.18526 -0.515 0.657 -0.373
C 4.67436 1.88416 2.21821 0.254 0.346 0.981
O 1.76779 0.82545 0.17229 1.476 0.274 -0.335
H -3.06692 1.53012 -1.40272 0.043 0.103 -0.115
N -1.39058 -6.05166 -2.16923 -0.581 -0.074 0.061
H 2.01902 3.16246 1.82823 0.339 -0.021 0.214
O -3.27379 2.65282 0.30193 -0.256 -0.163 0.438
H 3.66675 -1.10839 0.92160 0.576 -0.119 0.986
H 4.16818 2.53155 2.94168 -0.334 0.092 -0.264
C -1.30785 -4.88355 -1.47815 0.592 1.401 0.209
N 2.84603 1.61315 0.67174 -1.062 0.952 1.272
H -1.36410 2.09265 -4.28636 -0.046 -0.104 0.041
C -0.58646 3.63261 1.91424 -0.807 0.201 0.798
H 1.19235 -1.17241 -1.84563 0.427 -0.101 0.295
H -4.02206 1.76689 1.91627 0.123 -0.227 0.077
O 1.11166 2.96512 -4.66927 -0.015 0.284 -0.344
C -3.86513 1.91610 -0.75256 0.506 -0.156 -2.038
N -4.67838 -0.58806 4.03864 0.239 0.723 -0.575
H -4.28176 1.85735 3.60637 0.091 0.038 -0.065
H -4.80842 -1.59148 4.00683 -0.071 -0.461 0.666
H 2.72595 1.04089 3.67162 0.172 0.267 -0.181
N -0.21975 -4.12780 -1.81010 -0.202 0.599 0.678
N -4.18211 -5.48556 3.09012 -0.384 -0.340 0.648
N -2.23224 -1.39805 -0.12983 0.299 -0.550 -0.465
C 4.37396 -1.69590 -2.15052 0.753 -1.100 -0.611
C -4.75552 2.77275 -1.65717 -0.086 -0.345 0.604
H 4.73495 -0.24053 0.00003 0.407 0.720 0.291
H 4.76522 -0.68403 -2.23013 -0.098 -0.015 0.276
H -4.19222 3.60714 -2.08073 0.073 0.055 0.137
H 4.89449 4.16009 -0.32655 -0.340 -0.136 -0.401
H 2.68017 -2.86481 -1.49323 0.182 -0.042 0.037
H -2.02867 -0.30305 -5.37820 0.050 0.212 0.229
H -4.02917 -6.02232 2.25671 0.047 0.218 -0.202
H 1.62437 -2.88651 1.59521 0.240 -0.245 0.219
H -0.39123 4.39317 -4.27347 0.284 -0.232 -0.838
H -2.29193 -2.41202 -0.21435 -0.347 0.244 0.205
O -4.72480 -3.49909 4.05607 -0.111 -0.216 -0.082
H -4.68943 -0.00122 4.84919 -0.041 -0.437 0.359
C 3.37546 2.54979 -0.32693 0.597 -0.360 -0.680
H 1.61722 -2.22391 3.27135 0.003 -0.094 -0.053
H 5.26334 -0.65616 1.64542 -0.105 -0.050 0.170
H 5.08813 -2.34769 -1.63500 0.067 0.382 0.349
H 2.71304 4.34082 -1.23101 0.054 -0.060 -0.167
H -2.90869 -0.80829 0.32787 -0.483 -0.504 0.234
C 1.01394 -2.63968 2.46444 -0.402 0.385 -0.307
H -5.59292 3.15897 -1.07508 -0.096 0.098 -0.170
H -0.15964 -3.16569 -1.40634 0.003 -0.888 -0.126
O -3.84710 0.04915 -4.41781 -0.068 0.351 0.569
N -4.07443 1.28547 2.80460 -0.016 0.705 0.664
H -3.42523 -4.02070 1.21888 0.127 0.129 -0.234
C -4.35977 -0.03286 2.85963 -0.456 -0.492 -1.443
C 0.13441 3.54087 -3.84230 -0.755 -0.087 1.941
H 2.19249 0.31689 -0.54092 -0.589 -0.378 -0.230
H -4.31656 0.98526 -0.40697 -0.456 0.445 0.621
H -2.98652 3.50325 -0.04596 0.024 -0.002 0.044
H 0.50591 2.01291 2.64849 0.203 -0.126 0.340
H 3.14277 -1.51456 -0.44263 -0.561 -0.364 -0.770
C 2.76820 0.37928 2.80736 0.495 -0.344 -0.227
C 0.45568 3.07991 2.88399 -0.775 -0.495 -1.417
H 5.37382 1.35267 2.87165 0.101 -0.239 -0.289
C 5.40199 2.80157 1.24813 -0.241 -0.801 -0.924
H -0.23652 -4.31990 2.07899 -0.180 -0.172 0.177
N -0.95578 0.46041 -0.19575 0.963 -0.164 -0.501
C -2.09384 -1.32230 -3.46798 -0.143 0.791 -0.676
H -2.84080 -1.66624 -2.75686 0.132 -0.263 -0.015
C 4.06891 1.79965 -1.49198 0.018 0.209 -0.454
H 0.32221 -4.33966 -2.62531 -0.050 -0.050 -0.143
H -4.79314 -5.90510 3.77218 0.160 -0.109 0.009
H 3.76302 4.11880 1.02272 0.057 0.240 -0.109
H -1.75595 2.96595 -2.83779 0.172 0.252 0.093
H -5.12128 2.19403 -2.50463 -0.058 -0.124 0.110
O -0.02060 -1.60948 -0.60684 -0.648 0.991 -0.296
H -3.92202 -2.48763 1.95655 0.053 0.100 -0.308
C 0.12518 -3.76650 2.94611 0.251 0.175 0.443
H -0.71208 -3.31667 3.48303 -0.252 -0.146 -0.212
H 6.07658 2.27058 0.56620 0.101 -0.302 0.283
O 1.69710 3.69776 2.57663 -0.012 -0.324 0.530
H -1.37684 -2.08707 -3.76232 -0.103 -0.224 0.254
C 2.23135 3.42397 -0.87109 1.144 0.422 -0.664
H -0.53177 -6.49996 -2.42048 -0.137 -0.314 -0.201
C -4.26213 -4.12077 3.09595 0.479 0.804 -0.780
H 4.42032 -2.11663 -3.16019 -0.524 0.187 -0.098
O -4.36266 -0.70471 1.80300 0.303 0.273 0.393
H 0.50126 -4.47726 4.73624 -0.018 0.033 0.007
H 1.81947 2.97468 -1.77466 -0.603 -0.135 0.483
H -4.24264 0.39768 -5.21951 0.083 -0.069 -0.117
H 6.03370 3.49603 1.80054 -0.180 0.215 -0.040
H -2.26095 -6.54894 -2.09228 0.317 -0.326 0.134
O 0.79406 -4.66403 3.84329 0.105 -0.180 -0.372
C -2.76228 -0.80347 -4.73247 0.118 -0.538 -0.745
O -2.13029 -4.49417 -0.64074 -0.071 -0.360 -0.442
H -3.13140 -1.63031 -5.35509 -0.023 -0.162 0.252
H -1.61206 3.45792 2.25653 0.068 -0.289 0.059
H -0.49488 4.71953 1.88608 0.210 -0.015 -0.427
C 3.02571 -1.82459 -1.49291 0.037 -0.202 0.137
H 0.11154 3.14534 3.91462 0.571 0.548 0.171
H 5.09865 1.51834 -1.27072 -0.110 -0.195 0.304
H 4.17209 2.38473 -2.41126 -0.269 0.390 0.169
H -1.52779 -0.50236 -3.02238 -0.042 -0.041 0.188
H 0.58217 3.98414 -2.94299 0.167 -0.048 -0.143
H -0.02795 0.85372 -0.27149 -0.120 0.288 0.177
H 1.70080 2.45778 -4.10233 0.021 -0.087 -0.073
H 1.74346 0.19725 2.49203 0.138 -0.218 -0.186
H -0.56049 1.67494 -2.79435 0.396 0.178 0.077
H 1.53640 3.80763 -0.12754 -0.321 -0.607 -0.006


120
Properties=species:S:1:pos:R:3:forces:R:3 method="wB97M-V/def2-TZVPD" charge=+1 gap_ev=7.897 lumo_energy_ha=-0.085 energy_ev=-233152.03484
O 0.63753 -3.38776 0.11902 0.092 -0.051 0.077
H 10.82445 9.38218 1.00382 0.011 0.000 -0.004
H -5.38165 0.19329 2.68710 -0.008 0.001 0.002
O -10.12351 5.14543 -1.17666 0.010 -0.025 -0.005
H -2.11317 -0.57951 4.62809 -0.011 0.009 0.015
H 8.93714 2.60733 -4.20216 -0.003 -0.006 -0.008
H 2.16252 -1.16994 -2.67342 0.063 0.025 -0.059
C -1.98358 -1.19322 -2.83394 -0.018 0.132 0.239
S -1.92755 -9.02955 -1.31418 -0.012 -0.100 0.036
S 9.16338 8.26620 -0.30126 -0.010 0.023 -0.053
H -10.03169 6.14662 1.44369 0.004 -0.003 -0.008
H 11.10482 7.60902 0.91706 -0.004 -0.006 -0.007
H 3.46024 -0.33847 0.28319 0.069 -0.033 -0.006
C -11.57837 7.26695 -0.60166 -0.018 0.033 0.012
H -4.12941 -8.36642 -1.95628 0.010 0.005 -0.003
H -1.32104 -4.62088 7.56956 -0.012 -0.004 -0.001
C -2.26624 -10.39346 -2.42885 0.009 -0.037 -0.011
H 4.28977 2.70352 -1.92910 0.055 0.113 -0.178
S -4.38490 0.02449 4.86019 0.004 0.044 -0.017
H -3.66029 -7.73145 -0.35509 0.005 -0.002 0.002
H 6.54802 -1.30914 -0.49542 0.008 -0.010 -0.008
C -1.01511 -5.32867 -0.58921 0.000 0.144 -0.039
N -2.75317 0.00905 -0.02998 0.029 0.001 0.066
H 11.48210 8.65176 -0.48166 -0.004 -0.003 -0.003
C -0.87925 -1.71037 -1.89439 0.066 -0.173 0.049
C 0.67208 -4.02454 5.60752 0.020 0.009 0.029
S 7.42452 3.70315 -2.72383 0.059 0.108 0.023
O 6.31849 3.17821 -1.85468 -0.025 -0.229 0.046
H -8.29233 2.62205 -3.64751 -0.002 0.002 0.001
S 8.09430 0.20081 0.53086 -0.094 0.040 0.013
H -2.80765 -0.11767 3.05668 0.005 0.010 0.010
H 4.31126 -0.31627 -1.28503 0.016 0.055 -0.047
H -4.02221 1.14306 -1.26872 0.048 0.088 0.074
H -1.64181 -6.11283 -0.17149 0.013 -0.003 0.016
H 2.74395 3.25912 -2.59974 0.035 -0.002 -0.125
C 3.85078 0.29779 -0.51201 -0.034 -0.142 0.104
C 0.61904 -5.66361 1.48364 0.142 -0.036 -0.004
H 3.58476 1.85572 -3.31868 0.043 -0.037 0.036
H 1.05748 -3.60134 4.68164 -0.006 0.002 -0.002
H 0.66178 -1.26679 -0.48793 -0.071 -0.001 0.009
H -11.81695 7.46026 -1.64518 0.003 -0.005 -0.001
C 8.60499 -1.22485 1.49564 0.022 -0.023 0.002
H -10.68777 4.49290 1.60135 0.000 -0.001 -0.006
O -4.65051 -0.88421 6.00122 -0.006 -0.057 0.052
C 3.35187 2.38037 -2.39388 -0.049 0.039 0.073
H 8.42021 8.86154 1.89096 -0.010 -0.005 0.003
H 7.30793 7.74638 1.05846 0.002 -0.002 -0.006
H 8.82408 7.11580 1.76031 0.001 -0.004 -0.008
C -5.60892 -0.35943 3.59936 -0.007 0.004 -0.030
H -8.60300 2.67537 -1.08897 -0.008 0.014 -0.004
H -7.86932 4.29849 -1.09306 -0.027 -0.013 0.011
H -2.84966 -10.02563 -3.27220 0.007 0.007 -0.002
H 1.36170 -4.77487 5.99337 -0.002 -0.006 -0.009
C -3.64613 -8.60167 -1.00838 -0.029 -0.005 -0.005
H 7.72622 -1.79885 1.78960 0.003 0.001 0.004
H -3.17771 -1.72520 3.77182 -0.007 -0.002 0.017
H 0.51256 -3.22966 6.33587 0.008 0.001 -0.001
C -2.56334 0.18722 -2.50557 -0.144 -0.059 0.032
H -11.75024 5.88992 1.89967 0.005 -0.006 0.006
P 1.40248 -0.06526 -2.26068 0.038 -0.181 0.205
S -6.45616 2.67715 -2.12676 -0.095 -0.158 -0.008
H 9.29013 -1.83114 0.90394 0.005 0.009 -0.002
C 8.35161 7.96749 1.27157 -0.001 0.014 0.041
H 8.62857 4.74179 -0.99061 0.010 0.032 -0.050
H -2.81285 -1.90317 -2.75626 0.054 -0.082 -0.140
H -0.38312 -6.09982 7.16110 0.001 -0.004 -0.010
O -5.27197 3.57216 -1.99876 0.063 -0.026 0.016
C -7.68071 3.23686 -0.94623 0.061 0.053 0.068
C -3.49223 0.19215 -1.29070 0.062 -0.056 -0.100
H -6.57654 -0.04760 3.98670 0.002 -0.002 0.005
H 9.11177 -0.84773 2.38132 0.001 0.004 -0.003
H -1.78322 0.93271 -2.33366 0.048 -0.003 -0.047
H -1.65714 -1.24396 -3.87368 0.108 0.161 0.020
H -3.10173 0.62013 0.69617 -0.050 -0.020 -0.056
H -1.30714 -10.77311 -2.77409 0.000 0.003 -0.002
C -2.98146 -0.67282 3.97900 0.063 -0.034 -0.078
H -2.82288 -0.94214 0.31218 -0.023 0.087 0.009
H -2.80166 -11.17618 -1.89218 0.007 -0.005 -0.004
S -0.89897 -4.80742 5.22701 -0.088 0.048 0.009
H -1.62052 -4.67367 -1.21376 -0.009 -0.018 0.005
O 9.33577 0.83611 0.01806 0.036 0.049 -0.078
H 1.31303 -6.05875 0.74171 -0.026 0.026 -0.032
H -4.25371 -0.58617 -1.41975 -0.011 0.032 -0.025
H 8.33165 1.50644 -2.92820 0.026 0.019 0.007
H 7.28520 1.95346 -4.31532 -0.006 0.008 0.002
C 8.06263 2.29304 -3.63335 -0.003 -0.043 -0.003
O -0.59000 -5.98015 4.36193 0.033 0.003 -0.069
H -3.13088 0.54438 -3.36890 -0.025 -0.046 0.007
H -4.14229 -9.43569 -0.51280 -0.006 0.007 0.003
H 1.15859 -5.25125 2.33206 -0.017 -0.007 0.012
H -2.13443 -6.01950 6.82566 -0.001 0.003 -0.004
H -12.40149 7.59649 0.03193 0.000 0.007 -0.008
H -10.64942 7.76755 -0.33057 0.005 -0.006 -0.005
H -6.74118 2.98147 -4.45252 0.003 -0.001 0.004
H -0.27767 -2.47777 -2.38891 -0.145 -0.087 -0.044
H -0.21230 -5.76697 -1.17825 -0.006 -0.031 0.014
H -0.06122 -6.43074 1.84860 0.000 0.021 0.048
H -7.28298 3.05664 0.05126 0.023 -0.023 -0.014
H 9.70045 4.19172 -2.28296 -0.005 0.027 -0.001
H -1.32289 -2.21809 -1.03859 -0.057 0.016 -0.043
H 4.61041 0.95747 -0.08534 0.024 -0.042 -0.004
Br 0.75957 0.82160 -4.10352 -0.168 0.101 -0.245
C -10.91159 5.51751 1.31183 -0.008 0.019 0.035
C 8.84492 3.91792 -1.66590 0.019 -0.078 0.110
H -7.57292 4.25800 -3.51633 -0.002 -0.001 -0.002
S -11.36240 5.49493 -0.42579 -0.028 -0.004 -0.035
P 2.51857 1.41245 -1.09748 -0.020 0.197 0.174
C -1.20868 -5.45033 6.87185 -0.002 0.004 0.032
C -7.36518 3.19082 -3.58617 0.035 0.063 -0.037
C 10.81348 8.50077 0.36297 0.022 0.021 0.029
H -5.60878 -1.43412 3.41855 0.002 -0.002 0.012
S -0.33530 -4.34811 0.74561 -0.013 0.014 0.006
O -1.35364 -7.93446 -2.14337 -0.018 0.058 -0.038
H -0.41982 0.11273 -0.75649 -0.036 -0.005 -0.039
C 7.40076 -0.72590 -0.84477 -0.031 -0.051 0.017
H 7.07553 0.00386 -1.58466 -0.018 0.009 0.017
H 9.02993 2.99063 -1.11989 -0.010 -0.002 -0.025
C 0.08907 -0.71574 -1.25368 -0.074 0.075 -0.058
O 9.18226 6.96015 -1.01815 -0.015 -0.010 0.018
H 8.16922 -1.37656 -1.26157 0.014 0.022 -0.011